Density functional theory data (ωB97M-V/def2-TZVPD) for a 2-piece molecular cluster, CH3N2O overall.

Element x y z (Å)
C -0.03878 0.83767 0.04713
N -2.14995 -0.35993 -0.21466
N -1.15633 0.14717 -0.06232
O 0.81835 -1.21231 -0.33620
H 0.55561 0.67253 1.06128
H 0.36754 1.39383 -0.76635
H 1.60356 -1.47897 0.27113

Results
- ΔE to the lowest compared entry with this formula, charge and spin (kcal per mole) = 111.53
- molecular weight (g mol⁻¹) = 59.0
- gap between HOMO and LUMO (spin up / spin down) (Ha) = 0.3437 / 0.3534
- E (eV) = -6099.9462
- highest occupied orbital energy (spin up / spin down) (eV) = -17.85 / -17.01
- net charge = +1